1.
80
Properties=species:S:1:pos:R:3:forces:R:3:lowdin_spin:R:1 method="wB97M-V/def2-TZVPD" homo_lumo_gap_ev="5.88 / 6.55" s_squared=0.755 e_homo_ha="-0.07166 / -0.09757" lumo_ev="3.9314 / 3.8917" multiplicity=2 e_tot_ev=-127022.742 charge=-2 e_above_lowest_ev=1.007
Rb 2.3502 0.7430 -0.5741 -0.15 0.29 0.34 0.0165
C 3.3784 0.6920 6.8233 0.00 0.00 -0.02 0.0003
C 3.5256 0.9948 5.3382 0.00 0.00 0.02 0.0023
N 2.2742 1.4396 4.7771 -0.02 -0.07 0.06 0.0019
C 1.8482 1.1976 3.4830 0.07 0.15 -0.16 0.0058
S 2.5565 -0.0910 2.5868 -0.04 0.00 0.21 0.0703
N 0.8694 2.0089 3.1379 -0.01 -0.09 0.07 0.0001
N 0.4201 1.8684 1.8579 -0.21 -0.10 -0.07 0.0109
C -0.7715 2.2913 1.6286 0.06 0.00 -0.03 0.0226
C -1.6876 2.8496 2.6857 0.01 0.00 -0.02 0.0019
C -1.2824 2.2046 0.2319 -0.04 -0.03 0.07 0.0048
C -2.4836 2.8145 -0.1359 -0.02 -0.01 -0.02 0.0012
C -2.9355 2.6964 -1.4426 0.04 -0.01 0.00 0.0007
C -2.1861 1.9732 -2.3547 -0.08 0.03 0.18 0.0015
C -1.0131 1.3864 -1.8982 0.14 -0.02 -0.27 0.0024
N -0.5710 1.4999 -0.6528 0.10 0.05 -0.02 0.0175
H 4.3337 0.3802 7.2514 0.00 0.00 0.00 0.0000
H 2.6498 -0.1060 6.9734 0.00 0.00 0.00 0.0001
H 3.0339 1.5707 7.3758 0.00 0.00 0.00 0.0001
H 3.8214 0.1023 4.7906 0.00 0.00 0.00 0.0020
H 4.3202 1.7396 5.1883 0.00 0.00 -0.02 0.0001
H 1.8888 2.3005 5.1376 0.00 0.00 -0.01 0.0001
H -1.2939 2.6043 3.6675 0.01 0.01 0.00 0.0001
H -2.6948 2.4399 2.5796 0.01 0.00 -0.01 0.0005
H -1.7593 3.9393 2.6080 -0.01 0.00 0.00 0.0006
H -3.0608 3.3725 0.5881 0.01 0.00 0.00 0.0002
H -3.8684 3.1639 -1.7366 0.00 0.01 0.00 0.0000
H -2.4902 1.8426 -3.3842 -0.01 -0.01 0.00 0.0001
H -0.3956 0.8006 -2.5756 0.01 0.03 0.01 0.0004
O 4.6345 0.4410 -2.1243 0.17 -0.03 -0.14 0.0001
C 4.0471 1.3283 -2.7818 0.00 0.02 -0.17 0.0000
O 3.7065 2.4668 -2.3876 0.06 0.01 -0.05 0.0001
C 3.5692 0.9406 -4.1766 0.05 0.02 -0.01 0.0000
C 4.2924 1.2040 -5.2920 -0.01 0.00 -0.02 0.0000
C 3.8024 0.8429 -6.5744 -0.05 -0.04 0.04 0.0000
C 2.5688 0.2444 -6.7077 0.02 -0.04 -0.03 0.0000
C 1.8047 0.0026 -5.5804 0.00 -0.02 -0.04 0.0000
C 2.2656 0.2831 -4.2357 0.00 0.00 -0.07 0.0000
O 1.6409 -0.0254 -3.2048 -0.03 -0.02 0.09 0.0001
N 0.5025 -0.5822 -5.8017 -0.03 0.07 0.02 0.0000
O -0.3914 -0.3620 -4.9982 0.03 -0.03 -0.04 -0.0001
O 0.3272 -1.2642 -6.8117 0.02 0.01 0.01 0.0000
N 4.5733 1.1180 -7.7465 -0.06 0.10 -0.01 0.0000
O 5.6631 1.6693 -7.6165 0.02 -0.04 0.00 0.0000
O 4.1228 0.8086 -8.8492 0.02 -0.03 -0.01 0.0000
H 5.2506 1.6995 -5.2189 0.00 -0.01 0.00 0.0000
H 2.1886 -0.0241 -7.6810 0.01 0.01 0.00 0.0000
C 1.5517 -2.4638 0.1128 -0.07 -0.27 0.08 0.0764
Ge 0.0384 -1.4882 0.9205 0.15 0.15 0.13 0.4518
C -0.5575 -2.3891 2.5773 0.02 -0.10 -0.03 0.0796
C -0.3068 -1.8424 3.8359 -0.01 -0.01 0.01 0.0074
C -0.8049 -2.4450 4.9847 0.02 0.00 0.01 -0.0002
C -1.5588 -3.6073 4.8968 0.01 -0.01 0.00 0.0019
C -1.8151 -4.1655 3.6518 0.01 0.00 0.01 0.0036
C -1.3195 -3.5566 2.5058 -0.03 0.01 -0.02 0.0169
C -1.4596 -1.5410 -0.3512 -0.07 0.00 -0.01 0.0839
C -1.1950 -1.8747 -1.6575 0.00 0.02 -0.03 0.0394
C -2.1734 -1.7637 -2.6715 0.03 -0.07 -0.04 0.0005
C -3.4274 -1.3283 -2.3674 -0.03 0.00 0.01 0.0296
C -3.7544 -0.9513 -1.0400 0.01 -0.01 -0.01 0.0010
C -5.0383 -0.4489 -0.7159 0.00 0.00 -0.01 0.0034
C -5.3351 -0.0356 0.5515 0.00 0.01 0.01 -0.0041
C -4.3483 -0.0991 1.5569 -0.01 0.02 0.00 0.0045
C -3.1027 -0.5839 1.2709 0.03 0.01 0.02 0.0012
C -2.7641 -1.0405 -0.0287 -0.01 0.00 -0.04 0.0142
H 1.2870 -3.5169 -0.0217 -0.03 0.02 0.00 0.0120
H 2.3884 -2.4077 0.8079 0.02 0.01 -0.02 -0.0002
H 1.8651 -2.0792 -0.8580 -0.07 0.07 0.01 0.0002
H 0.2906 -0.9416 3.9129 -0.02 -0.02 0.00 0.0004
H -0.6000 -2.0024 5.9529 0.00 0.00 0.00 -0.0001
H -1.9457 -4.0755 5.7948 -0.01 0.00 0.00 0.0002
H -2.4067 -5.0705 3.5722 0.00 0.00 0.00 0.0005
H -1.5452 -3.9909 1.5367 0.00 0.00 0.00 0.0026
H -0.1984 -2.1844 -1.9503 -0.01 -0.02 0.00 0.0022
H -1.9016 -1.9918 -3.6951 -0.01 0.01 0.04 -0.0006
H -4.1818 -1.2282 -3.1404 0.00 0.00 0.00 0.0020
H -5.7814 -0.3873 -1.5042 0.00 0.00 0.00 0.0002
H -6.3208 0.3511 0.7832 0.00 0.01 0.00 -0.0004
H -4.5722 0.2482 2.5585 -0.01 0.00 0.00 0.0005
H -2.3523 -0.6088 2.0509 0.01 -0.01 0.00 0.0040


2.
75
Properties=species:S:1:pos:R:3:forces:R:3:lowdin_spin:R:1 method="wB97M-V/def2-TZVPD" homo_lumo_gap_ev="7.16 / 5.47" s_squared=0.758 e_homo_ha="-0.70248 / -0.70248" lumo_ev="-11.9595 / -13.6500" multiplicity=2 e_tot_ev=-73248.752 charge=+4
Ir -0.5695 -0.4042 -0.0587 -0.32 -0.44 -0.04 -0.0003
C -0.6464 -1.3464 4.2129 0.03 0.00 -0.06 0.0002
C -1.0807 -1.0979 2.9089 0.06 -0.42 0.22 0.0000
N -0.2366 -0.6962 1.9749 -0.13 -0.01 -0.27 0.0001
C 1.0658 -0.5685 2.3112 0.26 -0.01 -0.03 0.0000
C 1.4695 -0.8038 3.6128 -0.04 0.02 0.15 0.0002
N 0.6160 -1.1784 4.5625 0.02 0.00 -0.09 0.0000
C 1.9807 -0.2511 1.2000 0.22 0.02 -0.06 0.0004
C 3.3437 0.0014 1.2763 -0.21 -0.06 0.20 -0.0016
C 4.0499 0.2651 0.1079 0.07 0.02 -0.09 0.0010
C 3.3787 0.3095 -1.1108 -0.06 -0.06 -0.11 -0.0016
C 2.0128 0.0645 -1.1423 0.24 -0.02 0.10 0.0004
N 1.3817 -0.2429 -0.0010 -0.15 0.24 0.22 -0.0014
C 1.1365 0.0946 -2.3188 0.11 0.02 -0.21 0.0000
C 1.5787 0.3453 -3.6047 0.02 -0.03 0.04 0.0002
N 0.7583 0.3425 -4.6506 0.01 0.00 -0.08 0.0000
C -0.5092 0.0648 -4.4266 0.01 0.15 0.05 0.0002
C -0.9877 -0.2026 -3.1401 -0.05 0.25 0.05 0.0000
N -0.1767 -0.1668 -2.0934 -0.22 0.09 0.10 0.0001
C 5.5238 0.5031 0.1581 0.08 0.03 0.01 -0.0168
C 6.3711 -0.2322 -0.6719 0.05 -0.02 -0.05 0.0522
C 7.7480 -0.0135 -0.6099 0.00 -0.01 -0.02 0.0819
N 8.1012 0.9030 0.2473 -0.05 -0.01 0.00 0.7008
C 7.4294 1.6603 1.0694 0.00 0.01 0.01 0.0818
C 6.0503 1.4523 1.0352 0.04 0.03 0.05 0.0520
H -1.3439 -1.6791 4.9725 0.00 -0.01 0.01 0.0000
H -2.1184 -1.2123 2.6344 0.01 -0.18 -0.01 0.0000
H 2.5055 -0.6952 3.9094 0.00 -0.02 0.01 0.0000
H 3.8482 -0.0217 2.2332 0.00 -0.01 -0.02 0.0001
H 3.9105 0.5490 -2.0219 -0.01 0.01 0.02 0.0000
H 2.6205 0.5557 -3.8114 0.01 0.01 0.00 0.0000
H -1.1833 0.0488 -5.2746 0.01 0.02 0.02 0.0000
H -2.0212 -0.4732 -2.9782 0.05 0.14 -0.03 0.0000
H 6.0085 -0.9927 -1.3527 0.01 0.02 0.03 0.0068
H 8.5007 -0.5371 -1.1920 0.00 -0.01 -0.01 0.0184
H 7.9476 2.3798 1.6965 0.00 0.01 0.01 0.0183
H 5.4297 2.0588 1.6832 0.01 -0.02 -0.03 0.0068
O -0.9107 -2.4543 0.0054 0.09 -0.11 -0.15 0.0000
S -2.2218 -3.1437 -0.4863 0.06 0.28 0.06 0.0000
C -3.5694 -2.0402 0.0661 -0.02 0.13 -0.13 0.0000
C -3.3832 -0.5960 -0.3756 -0.08 -0.09 0.16 0.0000
C -4.0469 0.5712 0.3556 0.08 0.04 -0.21 0.0000
C -3.4144 1.9137 -0.0774 -0.10 -0.05 0.18 0.0000
S -1.7815 2.5789 0.4373 -0.13 0.05 0.11 0.0000
O -0.6059 1.6356 0.0347 0.38 -0.30 -0.30 0.0000
C -1.8063 2.7384 2.1849 -0.16 0.04 0.12 0.0000
C -2.0280 1.7129 3.1117 -0.07 0.12 -0.18 0.0000
C -2.0734 2.0219 4.4556 0.04 0.04 -0.05 0.0000
C -1.9016 3.3416 4.8775 0.02 0.00 0.04 0.0000
C -1.6596 4.3508 3.9607 -0.04 -0.02 0.01 0.0000
C -1.6063 4.0545 2.6046 -0.12 -0.08 -0.01 0.0000
C -2.2196 -2.9113 -2.2536 0.02 -0.08 -0.10 0.0000
C -0.9825 -3.1362 -2.8538 -0.06 -0.12 -0.01 0.0000
C -0.8805 -3.0626 -4.2339 -0.07 -0.19 -0.02 0.0000
C -2.0062 -2.7958 -5.0052 0.02 -0.08 -0.01 0.0000
C -3.2424 -2.6017 -4.4006 0.02 0.01 0.02 0.0000
C -3.3600 -2.6597 -3.0179 0.09 -0.14 0.09 0.0000
H -3.5945 -2.1579 1.1493 0.03 -0.02 0.04 0.0000
H -4.4945 -2.4809 -0.3099 -0.05 0.03 -0.06 0.0000
H -3.4812 -0.4986 -1.4539 -0.10 0.04 -0.02 0.0000
H -2.3204 -0.3273 -0.1816 0.35 0.17 0.08 0.0000
H -4.0235 0.4391 1.4323 0.07 -0.01 0.20 0.0000
H -5.1035 0.6178 0.0786 0.02 0.03 -0.01 0.0000
H -4.0374 2.7487 0.2612 -0.04 -0.05 -0.01 0.0000
H -3.3776 1.9925 -1.1672 0.03 0.01 -0.01 0.0000
H -2.1412 0.6846 2.7942 -0.31 0.63 -0.03 0.0000
H -2.2567 1.2449 5.1858 -0.02 0.00 0.04 0.0000
H -1.9609 3.5764 5.9319 0.00 0.00 0.00 0.0000
H -1.5308 5.3717 4.2930 0.02 0.00 0.00 0.0000
H -1.4428 4.8423 1.8810 0.03 0.03 -0.02 0.0000
H -0.1124 -3.3673 -2.2513 -0.01 -0.03 -0.01 0.0000
H 0.0720 -3.2483 -4.7115 0.03 -0.01 -0.02 0.0000
H -1.9266 -2.7680 -6.0841 0.00 -0.01 -0.02 0.0000
H -4.1221 -2.4266 -5.0058 -0.01 0.00 0.02 0.0000
H -4.3394 -2.5442 -2.5790 -0.09 0.00 0.12 0.0000